Record 1
177
Properties=species:S:1:pos:R:3 method="wB97M-V/def2-TZVPD" lumo_energy_ev=-3.15 total_charge=+1 homo_energy_ev=-9.27 orbital_gap_ev=6.118 energy_ev=-103642.2046
C 1.5590 -3.8920 5.1877
C 2.9657 -3.7796 5.3914
C 4.1180 -3.6045 4.2977
C 5.3410 -4.5838 4.7782
C 4.8589 -5.9227 5.5076
C 4.9600 -5.8560 7.1372
S 3.4099 -6.5123 7.9513
O 2.4459 -5.4238 8.3329
O 2.6857 -7.5251 7.0675
O 3.7989 -7.3683 9.3668
C 4.7319 -2.0994 4.5278
F 4.6057 -1.7135 5.8989
N 4.2416 -1.0916 3.5399
C 4.5179 0.3471 3.9755
C 4.9815 1.2982 2.7782
O 5.5768 2.3611 3.1046
Cl 4.7830 0.9813 1.0010
C 2.8170 -1.3121 3.1263
O 2.1976 -0.1897 2.4713
C 1.1568 0.4221 3.2809
C -0.3006 -0.2421 3.1304
C -1.3745 0.7718 2.4305
C -2.8081 0.7723 3.2065
C 2.5980 -2.6982 2.2958
C 2.6466 -2.4728 0.6959
C 1.2312 -1.9678 0.0812
C 0.2566 -3.1893 -0.3269
C -1.2578 -2.8346 0.0827
C -1.6930 -3.3945 1.5370
C -2.7509 -4.6115 1.4777
C -2.1951 -5.8581 0.6103
O -2.9811 -7.0620 0.7667
C -2.5580 -8.0565 -0.2231
C 3.6849 -3.8453 2.7695
N 4.8607 -3.6258 1.8173
B 3.1747 -5.3711 2.4396
O 4.1732 -6.4460 2.4801
C 1.6668 -5.8352 2.0904
C 1.6569 -6.7020 0.6964
H 0.9033 -3.1959 4.5648
H 1.0262 -4.7620 5.7334
H 3.3078 -3.7907 6.4963
H 5.9881 -3.9987 5.5397
H 6.0420 -4.8501 3.9118
H 5.6256 -6.7429 5.2161
H 3.8464 -6.3348 5.1517
H 5.8179 -6.5193 7.5170
H 5.1145 -4.7467 7.4292
H 2.9850 -7.9025 9.5686
H 5.8685 -2.2162 4.3313
H 4.8380 -1.2067 2.6827
H 3.6029 0.8136 4.5081
H 5.3651 0.3984 4.7634
H 2.2192 -1.4697 4.1085
H 1.0626 1.5177 2.9170
H 1.4150 0.5024 4.4029
H -0.7039 -0.3819 4.2094
H -0.3049 -1.2847 2.6617
H -1.5015 0.5324 1.3181
H -1.0158 1.8714 2.4766
H -2.7069 0.5141 4.3142
H -3.5827 0.1113 2.6554
H -3.2540 1.8418 3.1669
H 1.5146 -3.0007 2.5382
H 2.9025 -3.4409 0.1119
H 3.4409 -1.6689 0.4554
H 0.6567 -1.2635 0.7701
H 1.5084 -1.4330 -0.9087
H 0.3056 -3.3087 -1.4770
H 0.6798 -4.1352 0.1547
H -1.9498 -3.2461 -0.7415
H -1.3663 -1.6850 0.1043
H -2.2458 -2.5263 2.0648
H -0.7802 -3.6466 2.1792
H -3.7919 -4.2861 1.0941
H -2.8773 -4.9905 2.5598
H -1.1384 -6.0724 0.9950
H -2.2183 -5.5608 -0.4975
H -3.0892 -7.7708 -1.2049
H -1.4189 -8.0304 -0.3933
H -2.8150 -9.1287 0.1069
H 4.9436 -4.3951 1.1443
H 5.7286 -3.4423 2.3323
H 3.8736 -7.1380 3.1233
H 0.8717 -5.0199 2.1144
H 1.3629 -6.6013 2.9103
H 0.7723 -6.4310 0.0220
H 2.6752 -6.5458 0.1932
H 1.5435 -7.8199 0.9738
C -5.2116 3.4742 -2.8010
C -4.4864 2.1436 -2.9640
N -3.7269 1.7421 -1.7844
C -2.8012 0.6411 -2.0405
C -3.3959 -0.7071 -2.4352
C -4.4740 1.6512 -0.5336
C -5.6820 0.7170 -0.4935
H -4.5215 4.2659 -2.4952
H -5.6602 3.7707 -3.7530
H -6.0186 3.4117 -2.0662
H -3.7923 2.2620 -3.8037
H -5.2112 1.3768 -3.2634
H -2.1561 0.5012 -1.1651
H -2.1200 0.9567 -2.8391
H -3.8510 -1.2136 -1.5828
H -2.6011 -1.3637 -2.8048
H -4.1388 -0.6217 -3.2311
H -4.8162 2.6570 -0.2668
H -3.7915 1.3780 0.2800
H -6.3266 0.8256 -1.3685
H -6.2912 0.9439 0.3870
H -5.3834 -0.3288 -0.4097
C -0.9973 7.3292 -6.4937
C -1.2215 6.3788 -5.3233
N -1.1896 4.9695 -5.7007
C -1.6972 4.0784 -4.6598
C -0.9224 4.0114 -3.3472
C 0.0177 4.5088 -6.3782
C 1.3517 4.6989 -5.6584
H -1.7006 7.1285 -7.3061
H -1.1492 8.3614 -6.1669
H 0.0199 7.2586 -6.8873
H -2.2109 6.6092 -4.9122
H -0.4944 6.6066 -4.5340
H -1.7933 3.0653 -5.0665
H -2.7243 4.3836 -4.4297
H 0.0074 3.4500 -3.4530
H -1.5223 3.4888 -2.5937
H -0.6920 5.0009 -2.9459
H 0.0814 5.0167 -7.3469
H -0.0934 3.4503 -6.6404
H 1.4591 5.6968 -5.2274
H 2.1736 4.5637 -6.3686
H 1.4933 3.9613 -4.8671
C 6.4035 1.8945 -5.5611
C 4.8934 1.8373 -5.3619
N 4.2300 0.8482 -6.2048
C 2.7765 0.9989 -6.2397
C 2.0138 0.7834 -4.9369
C 4.7126 -0.5244 -6.0918
C 4.6809 -1.1778 -4.7109
H 6.6579 2.0474 -6.6131
H 6.8209 2.7291 -4.9912
H 6.8958 0.9832 -5.2120
H 4.5022 2.8299 -5.6122
H 4.6793 1.6763 -4.2976
H 2.3625 0.3357 -7.0068
H 2.5533 2.0099 -6.5982
H 1.9543 -0.2732 -4.6714
H 0.9836 1.1375 -5.0521
H 2.4509 1.3322 -4.0993
H 5.7455 -0.5541 -6.4556
H 4.1648 -1.1615 -6.7950
H 5.0693 -0.5231 -3.9271
H 5.3028 -2.0784 -4.7176
H 3.6736 -1.4918 -4.4339
C -7.1436 8.7519 1.4238
C -6.7110 7.3373 1.7909
N -6.6425 6.4322 0.6483
C -6.5273 5.0265 1.0293
C -5.2677 4.5971 1.7754
C -5.7860 6.8509 -0.4574
C -4.3143 7.1251 -0.1526
H -8.0893 8.7463 0.8755
H -7.2872 9.3429 2.3324
H -6.3919 9.2640 0.8177
H -7.4531 6.9520 2.4992
H -5.7577 7.3846 2.3320
H -6.6421 4.4004 0.1373
H -7.3917 4.7780 1.6551
H -4.4017 4.5472 1.1136
H -5.4094 3.5912 2.1856
H -5.0320 5.2562 2.6140
H -6.2147 7.7585 -0.8963
H -5.8463 6.1115 -1.2641
H -4.1768 7.7308 0.7459
H -3.8643 7.6749 -0.9851
H -3.7446 6.2016 -0.0397



Record 2
12
Properties=species:S:1:pos:R:3 method="wB97M-V/def2-TZVPD" spin_multiplicity=3 lumo_energy_ev="1.05 / -4.31" e_above_lowest_kcal_mol=102.8 homo_energy_ev="-3.82 / -11.73" orbital_gap_ev="4.865 / 7.420" energy_ev=-8226.7148
C 1.2812 0.2407 0.0828
C -0.8218 1.4161 0.3121
C -0.1143 0.1807 -0.3794
N 2.2996 0.3267 0.5446
N -0.0052 -2.1738 -0.0968
O -0.7866 -1.0605 -0.0091
H -0.7422 1.2856 1.4247
H -0.3616 2.3058 0.0445
H -1.7260 1.5292 -0.2126
H -0.0960 0.2101 -1.5307
H 0.5502 -2.1193 0.7787
H 0.5227 -2.1414 -0.9587